[1]
The following is a DFT calculation (ωB97M-V/def2-TZVPD) of a structure of composition C25H26BaN7O2S.

Structure (ORCA input):
```
! wB97M-V def2-TZVPD RIJCOSX def2/J DEFGRID3
* xyz 1 1
Ba -1.07 0.40 1.95
S -3.37 4.29 -0.61
O 2.66 -2.30 0.92
O 1.09 -1.05 1.89
N 3.78 -6.26 -1.37
N 0.65 1.66 0.00
N 4.57 -4.09 -1.20
N -0.67 -1.62 -0.08
N -2.12 2.89 1.15
N 2.69 -4.70 -0.05
N 3.96 4.95 -2.63
C 3.66 -5.03 -0.86
C 1.00 3.32 -1.68
C 1.60 -5.58 0.38
C -3.09 2.82 0.29
C 1.96 1.68 0.27
C -3.86 1.59 0.00
C 0.08 5.81 1.79
C 2.36 3.35 -1.37
C -2.07 5.05 0.23
C -5.30 -0.67 -0.62
C 0.19 2.46 -0.97
C 2.85 2.51 -0.38
C -4.11 -0.75 0.09
C 3.25 4.25 -2.07
C 1.48 -1.91 1.07
C 0.75 -4.86 1.42
C -5.05 1.71 -0.72
C -0.48 6.71 0.87
C -5.78 0.57 -1.03
C -1.52 4.15 1.15
C -3.33 0.36 0.45
C -0.21 -3.80 0.88
C -1.56 6.34 0.09
C 0.40 -2.57 0.18
C -0.44 4.53 1.93
H -3.79 -1.75 0.40
H 2.70 -3.71 0.34
H 4.49 -6.49 -2.04
H 1.41 -4.44 2.18
H -0.06 7.70 0.77
H -0.92 -4.26 0.19
H 5.45 -4.36 -1.59
H 3.90 2.51 -0.12
H 0.92 6.12 2.39
H 0.99 -5.88 -0.48
H -5.86 -1.56 -0.86
H -6.71 0.65 -1.58
H 2.02 -6.49 0.82
H -5.43 2.67 -1.03
H -0.01 3.85 2.65
H -1.99 7.04 -0.62
H 4.52 -3.21 -0.72
H -0.40 -0.96 -0.80
H -0.80 -3.43 1.72
H 3.10 -6.97 -1.15
H -0.87 2.41 -1.17
H 0.59 3.96 -2.45
H -1.52 -2.07 -0.42
H 0.89 -2.90 -0.74
H 0.14 -5.62 1.92
H 2.30 1.00 1.04
*
```

Values from the calculation:
Energy: -52399.756 eV
HOMO: -9.894 eV
M: 625.93 g mol⁻¹



[2]
The following is a DFT calculation (ωB97M-V/def2-TZVPD) of a cluster of 2 separate species, C4H6N2O3 in total.

Structure (ORCA input):
```
! wB97M-V def2-TZVPD RIJCOSX def2/J DEFGRID3
* xyz 0 1
O 1.45 -1.27 -1.20
O 0.58 1.40 2.63
O -1.60 -2.65 -1.35
N -0.91 1.03 0.84
N 1.19 0.26 0.60
C 0.86 -0.30 -0.71
C -0.33 0.37 -1.38
C 0.32 0.85 1.52
C -1.12 1.10 -0.56
H -1.39 -2.06 -2.06
H -0.74 -2.92 -0.87
H -2.05 1.66 -0.86
H -1.42 1.91 1.24
H 2.17 0.04 0.97
H -0.36 0.34 -2.44
*
```

Values from the calculation:
Energy: -13367.658 eV
HOMO: -9.827 eV
M: 130.10 g mol⁻¹
SMILES string: O=c1cc[nH]c(=O)[nH]1.O



[3]
The following is a DFT calculation (ωB97M-V/def2-TZVPD) of a cluster of 2 separate species, C5H13NO in total.

Structure (ORCA input):
```
! wB97M-V def2-TZVPD RIJCOSX def2/J DEFGRID3
* xyz 0 1
O -1.45 -1.73 -1.32
N -0.78 0.26 0.58
C 0.64 0.28 0.24
C 1.35 -1.02 0.55
C 0.34 2.30 -1.25
C -1.23 -0.63 1.66
C 1.02 1.02 -0.81
H -2.25 -0.45 1.96
H -0.70 2.01 -1.49
H -1.07 -0.91 -0.96
H 2.43 -1.00 0.35
H 0.97 -1.91 0.04
H 1.30 -1.31 1.60
H 0.77 2.66 -2.17
H -0.61 -0.53 2.57
H 1.88 0.62 -1.34
H -0.71 -2.32 -1.42
H 0.33 3.11 -0.51
H -0.98 -1.61 1.27
H -1.25 1.14 0.45
*
```

Values from the calculation:
Energy: -8932.173 eV
HOMO: -7.963 eV
M: 103.16 g mol⁻¹
SMILES string: C/C=C(/C)NC.O



[4]
The following is a DFT calculation (ωB97M-V/def2-TZVPD) of a structure of composition C20H34ClIrO3P.

Structure (ORCA input):
```
! wB97M-V def2-TZVPD RIJCOSX def2/J DEFGRID3
* xyz 2 6
Ir -0.64 -1.83 -0.55
Cl -0.21 -0.46 -3.73
P 0.65 1.26 2.06
O 2.24 1.07 2.34
O -0.08 0.03 2.89
O 0.26 2.60 2.98
C -0.07 -0.24 4.33
C 0.91 -2.26 0.77
C -2.22 -1.63 0.77
C -2.61 -2.56 -0.28
C -1.77 3.86 3.41
C -1.29 0.71 -5.84
C 1.52 -1.42 -0.24
C -0.89 0.73 5.13
C -2.73 -1.82 -1.52
C -0.61 3.65 2.46
C -2.06 -0.33 0.15
C -0.18 -0.28 -5.45
C 0.85 -3.37 -1.28
C -2.43 -0.45 -1.25
C -0.41 -1.66 -6.12
C 1.52 -2.12 -1.47
C 2.95 1.18 3.61
C 0.48 -3.47 0.11
C 1.22 0.27 -5.82
C 4.36 1.60 3.30
H 4.37 2.63 2.94
H -1.00 3.39 1.46
H 4.80 0.95 2.54
H 1.27 0.44 -6.90
H -3.02 -2.26 -2.48
H -1.42 4.23 4.38
H -1.92 0.80 4.77
H 0.35 -2.40 -5.82
H -2.43 4.61 2.97
H -1.38 -2.09 -5.85
H -2.78 -3.63 -0.15
H -2.46 0.36 -1.97
H -0.37 -1.54 -7.21
H 0.98 -0.28 4.66
H 2.43 1.90 4.25
H -1.73 0.57 0.67
H -2.35 2.94 3.56
H 1.42 1.22 -5.31
H 4.95 1.54 4.22
H -1.27 0.88 -6.93
H -2.04 -1.88 1.80
H 0.78 -2.03 1.83
H 1.95 -1.78 -2.42
H 1.92 -0.42 -0.03
H 2.93 0.19 4.10
H -0.49 -1.25 4.40
H -0.05 -4.31 0.58
H 0.64 -4.13 -2.04
H -0.01 4.57 2.38
H 2.02 -0.42 -5.54
H -1.18 1.68 -5.34
H -0.44 1.73 5.14
H -0.93 0.39 6.17
H -2.29 0.34 -5.58
*
```

Values from the calculation:
Energy: -52060.704 eV
HOMO (alpha / beta): -11.699 / -15.385 eV
M: 581.13 g mol⁻¹



[5]
The following is a DFT calculation (ωB97M-V/def2-TZVPD) of a structure of composition C22H24BrNO5PtS.

Structure (ORCA input):
```
! wB97M-V def2-TZVPD RIJCOSX def2/J DEFGRID3
* xyz 2 1
Pt -0.82 -0.36 0.13
Br 5.09 0.65 -4.22
S -3.98 -3.29 -0.80
O 1.17 0.15 0.89
O -1.73 -0.24 2.06
O 0.67 -0.16 -1.19
O -2.29 1.49 0.00
O 0.16 2.80 -0.13
N -0.24 -2.30 0.14
C -3.77 -0.73 -1.01
C -2.11 2.69 -0.81
C 3.95 0.35 0.30
C -2.49 -2.56 -0.39
C 5.61 0.60 -1.43
C -2.97 0.50 2.04
C 4.62 0.52 -2.41
C 5.28 0.51 -0.08
C 0.24 -5.02 0.32
C -0.81 0.21 3.10
C -2.52 -1.19 -0.53
C 1.28 -4.11 0.42
C -2.75 1.81 1.33
C 2.97 0.27 -0.69
C 3.30 0.35 -2.05
C -4.64 -1.77 -1.19
C -1.04 -4.55 0.09
C 1.27 3.71 -0.21
C 1.01 -2.76 0.35
C -1.26 -3.19 -0.02
C 1.59 0.10 -0.29
C -0.68 2.84 -1.29
H -3.33 0.65 3.06
H 2.30 -4.42 0.57
H 2.53 0.28 -2.81
H -0.47 1.22 2.91
H 6.64 0.73 -1.72
H -3.68 -0.12 1.51
H -0.58 3.80 -1.80
H 3.68 0.29 1.34
H -1.34 0.13 4.04
H -2.82 2.61 -1.63
H -2.36 3.55 -0.20
H 1.82 -2.06 0.47
H 1.87 3.51 -1.10
H -3.69 2.36 1.28
H -2.00 2.44 1.82
H 6.05 0.57 0.67
H -5.66 -1.71 -1.54
H -1.88 -5.23 -0.02
H 0.43 -6.08 0.40
H -0.41 2.05 -2.00
H 0.90 4.74 -0.24
H -4.03 0.29 -1.22
H 0.04 -0.47 3.09
H 1.86 3.57 0.69
*
```

Values from the calculation:
Energy: -119037.842 eV
HOMO: -14.011 eV
M: 689.49 g mol⁻¹



[6]
The following is a DFT calculation (ωB97M-V/def2-TZVPD) of the ion C10H12NS with charge +1.

Structure (ORCA input):
```
! wB97M-V def2-TZVPD RIJCOSX def2/J DEFGRID3
* xyz 1 1
S -0.70 1.81 0.47
N 1.31 -1.88 1.29
C 0.48 -0.85 1.25
C -1.23 -2.29 0.24
C -2.70 -0.11 -0.53
C 2.10 2.12 0.57
C 0.93 1.46 -0.08
C -0.72 -0.97 0.53
C -1.47 0.13 0.17
C -2.40 -2.51 -0.44
C -3.17 -1.39 -0.84
C 1.69 2.34 -0.92
H -1.21 2.05 -0.73
H 3.01 1.45 0.58
H 1.31 -2.57 0.52
H -3.25 0.73 -0.79
H -2.62 -3.57 -0.59
H 2.02 2.87 1.49
H -0.68 -3.21 0.58
H 2.29 -1.64 1.75
H 2.41 1.75 -1.53
H 0.55 -0.04 2.08
H 1.32 3.21 -1.44
H -4.10 -1.61 -1.34
*
```

Values from the calculation:
Energy: -22878.014 eV
HOMO (alpha / beta): -10.871 / -10.874 eV
M: 178.28 g mol⁻¹